Formula: C4H5NO3
Source: OMol25
Level of theory: ωB97M-V with the def2-TZVPD basis set

Last column: Mulliken charge in e.
Atoms and positions in Å:
C  0.0090  0.3490  0.1537  1.3217
H  -1.1092  -2.1461  -1.6801  0.3490
H  -0.8776  0.3704  2.0786  0.3012
H  0.7408  -0.3850  2.0378  0.3159
H  0.5732  1.3773  1.9658  0.3693
C  0.1263  0.4307  1.6494  -1.2541
O  1.7255  0.7678  -1.6374  -0.4570
O  -0.9960  -1.1946  -1.4802  -0.4510
C  -0.1425  -1.1513  -0.4377  0.5236
H  -0.9343  1.3124  -1.4462  0.2991
N  -0.4852  1.4460  -0.5450  -0.7890
O  0.3597  -2.1391  0.0514  -0.5557
C  1.0103  0.9626  -0.7101  0.0270

Forces on atoms 1 to 2 (eV/Å):
C 2.903 -4.152 0.867
H 0.094 0.440 -0.094

Values from the calculation:
SMILES: C[C@@]1(C(=O)O)NC1=O
Spin multiplicity: 1
LUMO, eV: -0.3
Gap between HOMO and LUMO, Eh: 0.336

***

Formula: C5H14N2O
Source: OMol25
Level of theory: ωB97M-V with the def2-TZVPD basis set

Last column: Mulliken charge in e.
Atoms and positions in Å:
H  -1.3388  -2.7485  -0.1269  0.3175
C  2.3169  0.3955  -0.6203  -1.1804
H  1.8179  2.5711  -0.5424  0.3223
H  0.1950  0.2585  1.9230  0.2419
H  0.1322  1.2570  -1.7157  0.3294
C  -0.6845  -0.0502  1.3546  -0.4371
H  3.2632  0.5006  -0.0119  0.3005
H  -0.4332  -2.8961  -1.3349  0.2990
N  -1.9188  -0.2045  -0.7173  -0.6858
H  -2.6321  0.5327  -0.9699  0.2555
H  2.7448  0.4546  -1.5850  0.3969
C  0.0073  1.4286  -0.6592  -0.4996
C  -0.7526  0.2909  0.0324  0.3552
H  -1.5952  -0.3737  -1.6184  0.2697
H  1.9657  -0.5374  -0.3221  0.3439
H  -0.9605  -1.6256  2.6007  0.2620
N  -1.5427  -0.7880  2.3149  -0.5480
H  1.5233  1.7658  0.8877  0.4440
H  -2.4359  -1.0210  1.9531  0.2880
H  -0.6308  2.3183  -0.2916  0.2689
C  1.4257  1.5826  -0.1489  -0.6902
O  -0.4671  -3.1110  -0.4019  -0.6536

Forces on atoms 1 to 2 (eV/Å):
H 0.842 -0.162 -0.199
C 2.149 2.687 2.629

Values from the calculation:
SMILES: CCC/C(N)=C/N.O
Spin multiplicity: 1
LUMO, eV: 0.8
Gap between HOMO and LUMO, Eh: 0.335

***

Formula: C4H5CdO2
Source: OMol25
Level of theory: ωB97M-V with the def2-TZVPD basis set

Last column: Löwdin spin population.
Atoms and positions in Å:
O  -2.2604  1.9687  1.3248  0.1195
C  1.1617  -0.8805  -0.6375  0.0720
Cd  -3.3920  1.9316  -2.0636  -0.0010
H  1.0607  0.3015  1.3297  0.0294
C  -0.8818  0.0777  0.5000  0.0659
H  -1.5218  -0.6606  0.0044  0.0040
H  0.5058  -1.7497  -0.8256  0.0124
O  2.4581  -1.2307  -0.1695  0.0069
H  2.5547  -0.4829  0.5895  0.0013
C  0.5442  0.0020  0.4134  0.5055
C  -1.5721  1.0488  1.1087  0.1625
H  1.3431  -0.3260  -1.5743  0.0216

Forces on atoms 1 to 2 (eV/Å):
O 0.684 -0.784 0.498
C 0.332 0.918 0.458

Values from the calculation:
Spin multiplicity: 2
LUMO (spin up / spin down), eV: 0.4 / -0.2
Gap between HOMO and LUMO (spin up / spin down), Eh: 0.286 / 0.301

***

Formula: C15H10BrN
Source: OMol25
Level of theory: ωB97M-V with the def2-TZVPD basis set

Last column: Mulliken charge in e.
Atoms and positions in Å:
H  -4.5792  3.1565  -1.9988  0.3242
H  -0.3846  2.6582  -1.5223  0.2557
H  3.3259  -0.0893  -0.9943  0.3081
C  -1.5606  1.1169  -0.5791  0.5955
H  -5.0026  1.1487  -0.6743  0.3213
C  -3.9451  1.4032  -0.8570  -0.4251
H  1.1748  1.0875  -1.3134  0.4128
H  -2.2377  3.8996  -2.4125  0.3987
C  0.8668  0.4577  -0.5146  -0.7781
C  3.4868  -2.6102  1.4614  -0.4448
H  2.2693  -3.6209  2.8343  0.3708
C  -0.4194  0.3498  -0.0299  0.3554
H  4.7608  -1.6933  -0.0206  0.3125
C  3.7765  -1.6983  0.4353  -0.5254
C  -2.4334  3.0136  -1.8452  -0.6626
Br  -0.5008  -2.6913  3.1007  -0.1168
C  0.7652  -1.1149  1.0924  0.2545
C  -2.8832  0.6819  -0.3285  -0.3897
H  -3.0517  -0.1848  0.3232  0.4124
C  2.2555  -2.8540  2.1061  -0.2676
C  1.0244  -2.1917  1.9683  -0.0588
C  2.9801  -0.6862  -0.1278  -0.3840
C  -3.7388  2.5399  -1.6340  -0.3718
C  1.6259  -0.4571  0.1533  0.7847
N  -0.4659  -0.6061  0.9420  -0.5539
C  -1.3607  2.2862  -1.3114  -0.4492
H  4.2519  -3.3017  1.7465  0.3212

Forces on atoms 1 to 2 (eV/Å):
H 0.412 -0.640 0.173
H 0.679 0.078 0.107

Values from the calculation:
SMILES: Brc1ccccc2cc(-c3ccccc3)nc1-2
Spin multiplicity: 1
LUMO, eV: -1.0
Gap between HOMO and LUMO, Eh: 0.262